Formula: C29H30IN5O2PV
Source: the OMol25 dataset
Level of theory: wB97M-V/def2-TZVPD

Last column: Löwdin spin population.
Positions of all 69 atoms, in Å:
V1 1.23969 0.42105 0.13790  1.920
I1 0.76074 0.62909 2.81926  0.000
C1 0.18097 -1.18457 3.80450  0.004
C2 0.40081 -1.11445 5.14967  0.000
C3 -0.06278 -2.13663 5.99149  0.000
C4 -0.76737 -3.16947 5.45231  0.000
C5 -0.98712 -3.26059 4.05830  0.001
C6 -1.73113 -4.34999 3.55903  0.000
C7 -1.96014 -4.49502 2.22312  0.000
C8 -1.40760 -3.56724 1.33641  -0.001
C9 -0.66763 -2.48298 1.76518  -0.002
P1 0.02101 -1.58395 0.31821  -0.006
C10 -1.45779 -1.09356 -0.60937  0.001
C11 -1.47717 -1.06943 -2.00499  0.000
C12 -2.59652 -0.60143 -2.67581  0.000
C13 -3.69464 -0.14741 -1.95889  -0.001
C14 -3.67243 -0.15041 -0.57069  0.001
C15 -2.55820 -0.61740 0.10553  -0.001
C16 0.94101 -2.85804 -0.59993  0.002
C17 0.38044 -3.66559 -1.59026  0.000
C18 1.14785 -4.65421 -2.18710  0.000
C19 2.46805 -4.84525 -1.80470  0.001
C20 3.02835 -4.04983 -0.81482  0.000
C21 2.27016 -3.05750 -0.21418  0.001
C22 -0.46969 -2.26634 3.16100  0.001
H1 0.91466 -0.26712 5.58419  0.000
H2 0.12300 -2.07239 7.05411  0.000
H3 -1.17547 -3.94367 6.08913  0.000
H4 -2.12298 -5.07387 4.26236  0.000
H5 -2.54008 -5.32475 1.84346  0.000
H6 -1.56694 -3.72149 0.27788  0.000
H7 -0.64015 -1.45970 -2.56976  0.000
H8 -2.61746 -0.59908 -3.75758  0.000
H9 -4.57470 0.19841 -2.48446  0.000
H10 -4.52912 0.20378 -0.01296  0.000
H11 -2.54341 -0.62279 1.18897  0.000
H12 -0.64794 -3.53103 -1.90066  0.000
H13 0.70617 -5.28128 -2.95023  0.000
H14 3.05754 -5.62065 -2.27533  0.000
H15 4.05477 -4.20468 -0.50937  0.000
H16 2.70241 -2.45451 0.57369  0.000
N1 1.69679 0.26313 -2.03205  0.004
C23 3.18115 0.15965 -2.08683  0.004
C24 3.63422 0.68637 -0.72826  0.008
O1 4.40551 1.58471 -0.56573  -0.005
O2 2.93657 0.10494 0.25843  0.015
H17 1.27183 -0.48733 -2.56331  0.002
H18 1.39883 1.12627 -2.47653  0.002
H19 3.62908 0.73998 -2.88806  0.000
H20 3.47733 -0.88438 -2.18156  0.000
C25 0.96074 5.97568 -1.95996  0.000
C26 -0.45450 6.15644 -1.41639  0.001
C27 -1.50871 5.62662 -2.38475  0.000
C28 -0.61795 5.54602 -0.00443  0.001
N2 -0.26497 4.12941 0.03662  0.010
C29 0.94206 3.58407 0.22238  0.016
N3 0.79459 2.28865 0.03370  0.003
N4 -0.49793 2.06329 -0.25674  0.015
N5 -1.14065 3.16228 -0.25822  0.004
H21 1.07350 6.53989 -2.88407  0.000
H22 1.17652 4.92978 -2.19785  0.000
H23 1.71373 6.34185 -1.25778  0.000
H24 -0.62624 7.22533 -1.27238  0.000
H25 -1.42984 4.54676 -2.52500  0.000
H26 -1.38671 6.09804 -3.35916  0.000
H27 -2.51547 5.85029 -2.03041  0.000
H28 -1.65339 5.62750 0.31933  0.000
H29 0.02294 6.06193 0.70824  0.000
H30 1.85182 4.09887 0.48616  0.001

Calculated values
E_tot (Eh): -3129.91354
Multiplicity: 3
Expectation value of S²: 2.019
Net charge: +2
Relative energy (zero: lowest compared OMol25 entry of this formula, charge and spin) (kcal/mol): 2.5

***

Formula: C3H6N2O2
Source: the OMol25 dataset
Level of theory: wB97M-V/def2-TZVPD

Last column: natural (NBO) charge in e.
Positions of all 13 atoms, in Å:
N1 1.34075 -0.92891 0.16220  -0.874
C1 0.77182 0.02194 -0.76372  -0.342
C2 0.22733 1.19708 -0.22586  0.635
O1 0.11230 2.34484 -0.55014  -0.556
N2 -0.79848 0.57993 0.93379  -0.744
C3 -1.35697 -0.48899 -0.18386  0.507
O2 -2.36015 -0.20668 -0.76973  -0.567
H1 1.39215 -1.85431 -0.25018  0.368
H2 2.27960 -0.66839 0.44694  0.368
H3 1.11241 0.06783 -1.79381  0.202
H4 -0.24733 0.14273 1.66663  0.428
H5 -1.47742 1.27460 1.22884  0.423
H6 -0.99600 -1.48167 0.09890  0.153

Calculated values
E_tot (Eh): -377.81389
Net charge: 0
Relative energy (zero: lowest compared OMol25 entry of this formula, charge and spin) (kcal/mol): 91.3

***

Formula: C21H35AsCl4N4O2RuS
Source: the OMol25 dataset
Level of theory: wB97M-V/def2-TZVPD

Last column: Löwdin spin population.
Positions of all 69 atoms, in Å:
Ru1 0.46887 0.94132 -0.76286  3.792
Cl1 -1.11135 -1.34001 -1.28509  0.070
C1 0.08438 -2.67032 -1.33816  0.003
Cl2 1.72872 -2.02072 -1.25060  0.036
H1 -0.04342 -3.19657 -2.27636  0.001
H2 -0.09087 -3.30706 -0.47919  0.000
Cl3 3.29632 1.02268 0.36850  0.059
C2 3.15284 2.77948 0.55045  0.005
Cl4 1.47633 3.31886 0.23002  0.085
H3 3.78971 3.25483 -0.18503  0.000
H4 3.39830 3.04700 1.57119  0.001
C3 -4.55520 3.40647 4.70341  0.000
C4 -4.44681 1.90450 4.91851  0.000
N1 -3.08778 1.36411 4.70652  0.000
C5 -2.28027 1.10806 5.90603  0.000
C6 -2.05384 2.35469 6.74736  0.000
C7 -2.69155 1.19362 3.45326  0.000
O1 -3.34877 1.55484 2.46533  0.000
C8 -1.40158 0.47514 3.11345  0.003
C9 -0.89424 -0.68178 3.68594  0.006
C10 0.20746 -1.30288 3.10125  0.003
C11 0.74538 -0.77889 1.94704  0.013
N2 0.23280 0.32307 1.36538  0.086
C12 -0.80047 0.93200 1.95275  0.014
H5 -5.57465 3.72718 4.91558  0.000
H6 -4.32263 3.67025 3.67356  0.000
H7 -3.88672 3.95679 5.36311  0.000
H8 -5.11647 1.37244 4.24479  0.000
H9 -4.72409 1.64376 5.93921  0.000
H10 -1.31614 0.70613 5.60246  0.000
H11 -2.79020 0.34251 6.49504  0.000
H12 -1.54028 3.12918 6.17726  0.000
H13 -1.44118 2.09851 7.61047  0.000
H14 -2.98945 2.76397 7.12403  0.000
H15 -1.35483 -1.11393 4.56456  0.000
H16 0.63454 -2.19770 3.53126  0.000
H17 1.59488 -1.23977 1.46452  0.001
H18 -1.20411 1.80416 1.46040  0.001
C13 4.93428 -0.50071 -5.97632  0.000
C14 4.64222 0.36882 -4.80661  0.003
C15 5.56605 1.13072 -4.12844  0.013
C16 5.14938 1.90345 -3.04609  0.000
N3 3.85812 1.91930 -2.64660  0.022
C17 2.99530 1.19304 -3.30124  0.050
S1 1.26934 1.25821 -2.97679  0.321
N4 3.36494 0.42515 -4.35742  0.019
C18 6.09987 2.74307 -2.27107  -0.001
H19 5.95152 -0.34518 -6.32377  0.000
H20 4.24628 -0.28996 -6.79686  0.000
H21 4.82164 -1.55130 -5.69842  0.000
H22 6.59802 1.13434 -4.44738  0.001
H23 2.64818 -0.10209 -4.84474  0.004
H24 7.04188 2.88108 -2.79503  0.000
H25 6.31055 2.25166 -1.31673  0.000
H26 5.65395 3.71445 -2.06001  0.000
C19 -4.07294 1.17671 -1.47944  0.008
As1 -2.79156 2.58022 -1.36954  0.037
C20 -3.20594 3.78485 0.03614  0.008
C21 -2.59152 3.48121 -3.03617  0.008
O2 -1.26473 1.82964 -1.02878  0.321
H27 -5.03414 1.61250 -1.75431  0.001
H28 -4.15859 0.70119 -0.50289  0.000
H29 -3.76768 0.45939 -2.23911  0.000
H30 -4.18396 4.21608 -0.18303  0.002
H31 -2.45993 4.57898 0.05510  0.000
H32 -3.24037 3.24038 0.98406  0.000
H33 -3.54568 3.94221 -3.29336  0.001
H34 -2.31183 2.76503 -3.80618  0.000
H35 -1.82904 4.25179 -2.93893  0.000

Calculated values
E_tot (Eh): -5759.39203
Multiplicity: 6
Expectation value of S²: 8.765
Net charge: +3
Relative energy (zero: lowest compared OMol25 entry of this formula, charge and spin) (kcal/mol): 0.0

***

Formula: C11H16N4O5
Source: the OMol25 dataset
Level of theory: wB97M-V/def2-TZVPD

Last column: natural (NBO) charge in e.
Positions of all 36 atoms, in Å:
N1 -0.09017 -2.45699 0.19277  -0.837
C1 -0.18061 -1.17949 0.83740  -0.120
C2 -1.55379 -0.79135 1.37945  -0.423
C3 -2.59479 -0.76992 0.27605  0.085
C4 -3.87237 -1.09919 0.28051  -0.077
N2 -4.38114 -0.80458 -0.98140  -0.529
C5 -3.36990 -0.14441 -1.62471  0.215
N3 -2.30024 -0.11475 -0.92113  -0.525
C6 0.96959 -1.03443 1.86267  0.674
O1 0.86054 -1.57353 2.97177  -0.639
N4 2.02956 -0.30241 1.55120  -0.595
C7 2.27135 0.46390 0.32774  -0.160
C8 1.91850 1.98760 0.34691  -0.405
C9 0.75210 2.33628 -0.58384  -0.516
C10 0.85463 1.53236 -1.82967  0.804
O2 1.79539 1.49915 -2.54397  -0.621
O3 -0.20445 0.72611 -2.12604  -0.726
C11 3.81335 0.27749 0.06049  0.801
O4 4.50994 0.20978 1.07991  -0.595
O5 4.25085 0.08148 -1.18844  -0.659
H1 -1.00343 -2.74426 -0.21744  0.367
H2 0.22824 -3.14414 0.87519  0.377
H3 -0.00888 -0.39229 0.07590  0.173
H4 -1.36169 0.29601 1.68046  0.213
H5 -1.98092 -1.35615 2.20514  0.235
H6 -4.50204 -1.56250 1.06290  0.230
H7 -5.26372 -0.94307 -1.41782  0.425
H8 -3.40339 0.18876 -2.64931  0.210
H9 2.71217 -0.36776 2.24520  0.432
H10 1.61853 -0.04225 -0.46032  0.233
H11 2.79867 2.61760 0.11946  0.229
H12 1.62885 2.25400 1.33267  0.230
H13 -0.21336 1.97236 -0.11171  0.205
H14 0.70433 3.38505 -0.75149  0.251
H15 -0.98158 0.70710 -1.49013  0.512
H16 3.54989 0.28841 -1.86636  0.525

Calculated values
E_tot (Eh): -1024.02640
Net charge: 0
Relative energy (zero: lowest compared OMol25 entry of this formula, charge and spin) (kcal/mol): 30.2

***

Formula: C5H8ClNO
Source: the OMol25 dataset
Level of theory: wB97M-V/def2-TZVPD

Last column: natural (NBO) charge in e.
Positions of all 16 atoms, in Å:
O1 -2.37939 -1.51318 -0.16661  -0.732
C1 -1.05144 -0.75101 -0.29464  0.086
C2 -1.02207 0.74802 0.04715  -0.104
N1 0.03245 1.52313 -0.72895  -0.572
C3 1.29457 1.25450 -0.16539  -0.291
C4 1.22833 -0.04886 0.54829  -0.114
Cl1 1.76638 -1.75595 -0.29915  -0.201
C5 -0.17764 -0.12913 0.90939  -0.345
H1 -2.25023 -2.46692 -0.34016  0.482
H2 -0.42736 -1.20975 -1.16801  0.207
H3 -2.01250 1.01540 0.32422  0.241
H4 -0.10269 0.86131 -1.49625  0.358
H5 1.92035 1.34043 -1.10396  0.241
H6 1.51111 2.11020 0.53456  0.223
H7 1.95845 -0.27621 1.41888  0.258
H8 -0.28831 -0.70198 1.98065  0.264

Calculated values
E_tot (Eh): -785.36671
Net charge: 0
Relative energy (zero: lowest compared OMol25 entry of this formula, charge and spin) (kcal/mol): 101.2

***

Formula: C9H11N3O2
Source: the OMol25 dataset
Level of theory: wB97M-V/def2-TZVPD

Last column: natural (NBO) charge in e.
Positions of all 25 atoms, in Å:
C1 3.77453 -1.23513 0.08035  -0.219
C2 2.65373 -1.56135 0.97956  -0.167
C3 3.53261 -0.20501 -0.78922  -0.192
C4 1.50826 -0.90458 0.88899  -0.244
C5 2.36194 0.53781 -0.85115  -0.275
C6 1.33919 0.20678 -0.00161  0.182
C7 -3.84936 -0.21167 -0.29468  -0.034
C8 -3.27252 0.56235 0.94765  -0.129
C9 -0.91282 0.48408 0.72438  0.263
N1 -3.27147 -0.99746 -1.08609  -0.083
N2 -0.09768 2.15479 -0.72119  -0.666
N3 0.09102 0.95220 0.04581  -0.267
O1 -2.13220 1.13654 0.49441  -0.543
O2 -2.10877 -1.56082 -0.75870  -0.530
H1 4.78494 -1.60324 0.07182  0.221
H2 2.74505 -2.35722 1.71595  0.216
H3 4.39301 0.03084 -1.39782  0.209
H4 0.74167 -1.09897 1.56749  0.243
H5 2.28896 1.10000 -1.74246  0.218
H6 -4.88784 0.00276 -0.48765  0.188
H7 -4.01897 1.40721 1.26110  0.200
H8 -3.26939 -0.00648 1.83864  0.202
H9 -1.87519 -1.25644 0.16148  0.454
H10 0.49735 2.38527 -1.54183  0.378
H11 -1.01604 2.03772 -1.10523  0.374

Calculated values
E_tot (Eh): -664.08083
Net charge: 0
Relative energy (zero: lowest compared OMol25 entry of this formula, charge and spin) (kcal/mol): 119.4

***

Formula: C19H43AlBBrCaCl2F7NNaO5S
Source: the OMol25 dataset
Level of theory: wB97M-V/def2-TZVPD

Last column: Löwdin charge in e.
Positions of all 83 atoms, in Å:
C1 0.65117 -2.37723 0.59296  -0.169
C2 -0.60328 -1.66554 0.07528  -0.205
B1 -0.71982 -0.20473 0.62807  -0.627
O1 0.36589 0.44553 1.02648  0.210
S1 -2.38342 0.67286 0.83519  1.276
F1 -2.14754 2.18291 0.24672  -0.291
C3 -3.60250 -0.07340 -0.28696  -0.689
Cl1 -2.87808 -0.10603 -1.96457  0.456
C4 -3.91869 -1.52111 0.04998  -0.332
C5 -3.79311 -1.88283 1.52586  -0.095
H1 0.55418 -3.43040 0.31895  -0.161
H2 1.55944 -2.01209 0.13070  0.090
H3 0.70381 -2.35991 1.68121  0.100
H4 -1.47882 -2.22217 0.44043  0.025
H5 -0.65919 -1.63203 -1.01169  0.099
H6 0.20561 1.07637 1.74461  0.150
H7 -4.44772 0.60767 -0.34063  0.113
H8 -3.33559 -2.19376 -0.56983  0.073
H9 -4.95090 -1.67516 -0.25076  0.107
H10 -4.63733 -1.54708 2.11442  0.098
H11 -3.85648 -2.96945 1.56933  0.082
H12 -2.83439 -1.61860 1.98063  0.058
C6 -2.47418 5.69675 -0.62988  -0.803
O2 -1.94529 4.74411 -1.30068  -0.115
O3 -3.21700 5.24408 0.49076  0.013
O4 -2.42425 6.89260 -0.81870  0.026
H13 -3.06708 4.30156 0.37292  0.028
Ca1 -0.61130 -4.74732 0.59578  0.990
Br1 -4.94809 -1.17090 -3.34759  -0.409
F2 -5.10839 0.19507 5.46924  -0.198
Al1 -5.52858 -1.44201 5.71822  -0.166
F3 -7.16710 -1.64675 5.38455  -0.182
F4 -5.21718 -1.85387 7.31902  -0.179
F5 -4.60716 -2.41027 4.63345  -0.202
Na1 -2.24916 2.12532 -2.23688  0.454
F6 -3.60110 -4.30176 4.41552  -0.494
C7 -6.36506 2.55828 8.74561  -0.224
C8 -7.47578 1.53068 8.51675  -0.382
O5 -7.72428 1.42168 7.12635  -0.064
H14 -6.70736 3.50929 8.30840  0.088
H15 -6.09016 2.74693 9.85342  -0.049
H16 -5.45361 2.25804 8.23224  0.074
H17 -8.40158 1.84978 8.99704  0.112
H18 -7.20860 0.55512 8.90990  0.054
H19 -6.89813 1.13218 6.71444  0.058
Cl2 -5.76558 1.17900 10.76983  0.157
C9 4.81815 -2.65060 -1.42315  -0.099
C10 5.78720 -1.75583 -2.19212  -0.260
C11 5.60135 -0.26386 -1.90777  -0.161
C12 4.27447 0.40622 -2.22969  -0.108
N1 3.85023 0.48953 -3.67351  -0.194
C13 3.23834 -0.78139 -4.19885  -0.102
C14 1.87002 -0.86484 -3.54040  -0.145
C15 1.43745 0.60069 -3.34437  -0.146
C16 2.64170 1.43497 -3.71058  -0.127
C17 4.89752 1.08111 -4.57484  -0.096
C18 5.90429 0.11231 -5.22220  -0.207
C19 7.36506 0.28057 -4.77594  -0.095
H20 3.77560 -2.40553 -1.64090  0.043
H21 4.97196 -3.69649 -1.69048  0.076
H22 4.97374 -2.55501 -0.34737  0.081
H23 5.72336 -1.97062 -3.26104  0.077
H24 6.80576 -2.02886 -1.90451  0.112
H25 6.41258 0.30454 -2.36458  0.092
H26 5.74364 -0.11923 -0.83283  0.130
H27 4.32959 1.44673 -1.89545  0.106
H28 3.45623 -0.04731 -1.67622  0.124
H29 3.15252 -0.67075 -5.27943  0.144
H30 3.86289 -1.63992 -3.97302  0.106
H31 1.93039 -1.37998 -2.58051  0.081
H32 1.16833 -1.43172 -4.15095  0.119
H33 1.13887 0.78183 -2.30931  0.102
H34 0.58350 0.85507 -3.97248  0.112
H35 2.82552 2.30796 -2.99332  0.077
H36 2.54152 1.79738 -4.73495  0.122
H37 5.37526 1.88273 -4.01453  0.146
H38 4.34390 1.54545 -5.38544  0.119
H39 5.88558 0.32512 -6.29184  0.109
H40 5.60751 -0.93042 -5.13248  0.089
H41 7.58153 1.30513 -4.47376  0.081
H42 8.03708 0.02995 -5.59631  0.074
H43 7.61994 -0.38668 -3.95371  0.056
F7 2.93019 2.73040 -1.52723  -0.595

Calculated values
E_tot (Eh): -6879.41683
Net charge: -1

***

Formula: C4H3Cl2N
Source: the OMol25 dataset
Level of theory: wB97M-V/def2-TZVPD

Last column: natural (NBO) charge in e.
Positions of all 10 atoms, in Å:
C1 1.21384 0.39788 0.00948  -0.407
C2 -0.06540 0.85372 0.02911  0.064
C3 1.75018 -0.75542 -0.58229  -0.011
C4 -1.39862 -1.13610 0.31281  0.066
N1 -1.23397 0.11170 -0.07729  -0.603
Cl1 3.04326 -1.49903 0.15099  0.079
Cl2 -2.99464 -1.67105 0.01269  -0.026
H1 1.95954 1.13570 0.30757  0.242
H2 -0.24822 1.89794 0.25616  0.204
H3 -2.02595 0.66467 -0.41922  0.392

Calculated values
E_tot (Eh): -1129.16141
Net charge: 0
Relative energy (zero: lowest compared OMol25 entry of this formula, charge and spin) (kcal/mol): 123.8

***

> Among the records above, which one has the highest E_tot?

C3H6N2O2

***

> What is the E_tot in the seventh record?

-6879.41683 Eh